# 1
{
  "formula": "C18H56N12O10",
  "method": "the ωB97M-V functional and the def2-TZVPD basis",
  "homo_ev": -8.9,
  "homo_lumo_gap_ev": 8.40,
  "total_charge": 0,
  "relative_energy_kcal_mol": 247.28,
  "smiles": "NC(N)=O.NC(N)=O.NC(N)=O.NC(N)=O.NC(N)=O.NC(N)=O.CC(C)O.CC(C)O.CC(C)O.CC(C)O",
  "lumo_ev": -0.478,
  "symbols": ["C", "O", "N", "N", "H", "H", "H", "H", "C", "O", "N", "N", "H", "H", "H", "H", "C", "O", "N", "N", "H", "H", "H", "H", "C", "O", "N", "N", "H", "H", "H", "H", "C", "O", "N", "N", "H", "H", "H", "H", "C", "O", "N", "N", "H", "H", "H", "H", "C", "C", "C", "O", "H", "H", "H", "H", "H", "H", "H", "H", "C", "C", "C", "O", "H", "H", "H", "H", "H", "H", "H", "H", "C", "C", "C", "O", "H", "H", "H", "H", "H", "H", "H", "H", "C", "C", "C", "O", "H", "H", "H", "H", "H", "H", "H", "H"],
  "coordinates": [[-12.01200, 18.19600, 17.40900], [-11.07100, 19.19800, 17.38800], [-13.16600, 18.26500, 16.83500], [-11.77200, 17.06100, 18.02000], [-13.97200, 17.64900, 17.02700], [-13.37000, 19.06100, 16.34100], [-10.92500, 16.88000, 18.61500], [-12.47700, 16.38500, 18.14400], [-16.85900, 15.57100, 14.81500], [-18.04500, 15.95200, 14.24500], [-16.03800, 16.48200, 15.19300], [-16.44300, 14.36900, 15.04300], [-16.30200, 17.46800, 14.97200], [-15.31900, 16.23500, 15.87300], [-17.12500, 13.66600, 14.91500], [-15.58500, 14.17600, 15.63800], [-8.13700, 18.55900, 16.10400], [-6.86800, 18.51500, 15.53100], [-8.34400, 18.49100, 17.37600], [-9.19300, 18.64300, 15.38500], [-7.56700, 18.26600, 18.03400], [-9.22200, 18.77800, 17.74400], [-9.03500, 18.60600, 14.39600], [-10.12900, 18.73800, 15.78100], [-7.38900, 14.11600, 18.37400], [-7.21900, 13.79100, 19.71700], [-6.97400, 13.35500, 17.45200], [-8.09200, 15.10800, 17.92900], [-6.50100, 12.52000, 17.73600], [-7.51600, 13.28700, 16.59100], [-8.61900, 15.65700, 18.63500], [-8.54300, 15.20900, 17.02500], [-14.82100, 14.57100, 17.59700], [-14.67100, 15.93600, 17.52100], [-14.15000, 13.76400, 16.85200], [-15.66300, 13.98300, 18.35600], [-13.36300, 14.07200, 16.26800], [-14.45800, 12.77700, 16.86200], [-16.32700, 14.51900, 18.86900], [-15.83200, 12.95100, 18.39600], [-10.88700, 15.39900, 14.96400], [-12.05000, 14.73500, 15.22100], [-10.24800, 16.18100, 15.80900], [-10.27900, 15.31500, 13.81800], [-10.88600, 16.33000, 16.56300], [-9.64500, 17.01500, 15.60800], [-10.75800, 14.68600, 13.10400], [-9.51000, 15.94400, 13.48900], [-12.09900, 22.65400, 13.38600], [-11.25300, 21.65700, 14.05400], [-12.15600, 20.58600, 14.74100], [-10.53900, 21.00700, 13.24000], [-12.76100, 22.20500, 12.66500], [-11.50500, 23.40300, 12.91100], [-12.69200, 23.18300, 14.12300], [-10.64200, 22.27400, 14.73700], [-12.49700, 21.00200, 15.67400], [-11.57900, 19.79200, 15.05500], [-12.99100, 20.26100, 14.14200], [-11.03400, 20.38100, 12.72100], [-8.24200, 16.20000, 21.33900], [-9.58800, 16.51700, 20.78500], [-9.62500, 17.98700, 20.54000], [-9.88400, 15.98600, 19.74100], [-7.97400, 16.83500, 22.25800], [-7.45400, 16.27400, 20.59200], [-8.23500, 15.18300, 21.67200], [-10.23100, 16.20300, 21.56100], [-9.56900, 18.61000, 21.49200], [-10.47700, 18.42700, 19.98200], [-8.70300, 18.30300, 20.01800], [-10.18500, 15.04100, 19.98000], [-12.64800, 16.36100, 11.35700], [-13.40400, 16.20600, 12.62400], [-13.04800, 17.25200, 13.63900], [-14.65700, 16.21800, 12.55000], [-12.85300, 17.34300, 10.94700], [-12.82900, 15.60000, 10.64300], [-11.59800, 16.48300, 11.59000], [-13.15900, 15.19300, 12.91300], [-13.46300, 16.93900, 14.62200], [-13.49400, 18.20300, 13.34500], [-11.97500, 17.42300, 13.73200], [-14.97300, 16.02500, 13.44600], [-11.54600, 12.68700, 22.33600], [-11.48400, 12.98400, 20.80800], [-12.54300, 14.01100, 20.32700], [-10.31200, 13.29800, 20.38300], [-11.08400, 11.72000, 22.55400], [-12.61000, 12.51000, 22.56900], [-11.20300, 13.53200, 22.94900], [-11.68300, 12.03500, 20.36300], [-12.38700, 14.10800, 19.22900], [-12.23600, 14.97200, 20.67800], [-13.64300, 13.81200, 20.45700], [-9.73800, 12.56100, 20.36100]],
  "forces_ev_per_angstrom": [[4.5941, 3.9818, 1.0930], [-3.8229, -4.0758, -0.2782], [-2.6984, -0.7847, -0.3092], [2.5492, -1.1438, 2.1819], [1.1834, 0.0503, 0.0612], [-0.4345, 2.2312, -1.2406], [-1.0886, 0.5752, -0.7531], [-1.2540, -0.6685, -0.1316], [-7.9490, 3.2246, -3.4341], [5.1749, -2.5373, 2.3265], [2.1616, 4.3859, 0.3722], [1.7094, -3.5493, 1.2284], [0.4037, -1.5040, 0.5360], [-0.1156, 0.6613, -0.0028], [-0.4192, -0.8587, -0.1280], [-1.8029, 0.3246, -1.6212], [9.5872, -0.0222, -2.3669], [-6.0883, -0.1736, 2.5681], [1.9078, -0.8019, 3.9972], [-3.0209, 0.2317, -3.3485], [-0.9572, 0.5719, -1.2716], [-0.9741, 0.1453, 0.3862], [-0.1171, 0.6092, -0.2711], [0.3571, 0.5779, 0.1382], [-0.7355, -0.8361, 8.5834], [-0.4844, 1.7837, -5.9700], [2.0424, -4.2057, -3.9672], [-2.6099, 3.8818, 1.0382], [0.1054, -0.2366, 0.0614], [0.6280, 0.1753, 0.3330], [0.7256, -0.6719, -0.6515], [0.7149, -0.4167, -0.0849], [1.6837, 7.2031, -0.7344], [-0.4888, -5.6413, 0.8794], [1.8155, -2.5745, -2.2064], [-3.5462, -2.3761, 3.1330], [0.2036, 0.0982, -0.0467], [0.9108, 0.9697, -0.1959], [-0.2649, 0.4619, 0.2390], [0.5510, 1.6594, -0.2306], [-4.0999, -2.1284, 0.9571], [4.7801, 2.3986, -0.6793], [-0.3337, 0.3964, 2.0628], [0.1909, -1.8837, -5.0684], [0.1370, 0.3641, 0.9733], [-0.5833, -1.2571, -0.4682], [1.1194, 1.4676, 1.2609], [-1.1898, -1.0637, 0.7854], [-1.2488, 1.3036, 0.0586], [-4.6224, 1.6087, 4.5559], [-0.3495, 2.8481, 0.9634], [6.1560, -3.3176, -5.1691], [-0.3493, -0.2131, -0.4165], [0.5229, 0.4731, -0.5800], [-0.3811, 0.1118, 0.1436], [0.1359, -0.9139, 0.2862], [-0.7133, 0.1865, 0.4503], [1.2605, -1.7885, 0.2704], [-0.2249, 0.0751, -0.4883], [-0.3437, -0.1832, -0.2947], [1.6820, 0.3928, 1.7735], [3.1816, 6.8292, 9.6277], [0.1877, 3.5278, 1.4405], [-4.0381, -8.4394, -10.0244], [-0.4806, -0.6961, -1.4148], [0.0995, 0.1712, -0.0198], [0.2153, -0.7640, 0.1559], [-1.4872, 0.1792, 1.5202], [-0.1314, -0.9282, -0.9418], [0.2591, -0.6512, 0.2085], [-0.3484, -0.2828, -0.0211], [0.9809, 0.9495, -1.3099], [0.2992, 2.0318, -0.1762], [6.9445, -0.9187, 0.9999], [0.9949, 0.2019, 1.1525], [-8.9239, -0.0085, -1.3732], [-0.4947, 0.2454, -0.6179], [-0.1387, -0.7193, -0.7122], [0.4244, -0.6139, 0.0547], [1.1876, -0.5307, 1.0408], [0.4639, 0.3851, -0.5848], [-0.1628, -0.0634, -0.0984], [0.1050, 0.0031, 0.2556], [-0.6240, 0.2329, -0.4832], [-1.2627, 0.2170, -0.5283], [-5.7993, -2.0993, 2.7632], [0.2793, -0.6836, -1.4199], [4.5066, 3.7978, -1.9034], [0.5031, 0.4249, 0.1463], [0.2586, 0.2070, 0.0930], [0.1882, -0.4158, -0.1276], [-1.1886, -1.0558, -0.4675], [-0.1811, -0.2292, 0.3766], [-0.2976, 0.8860, 0.7452], [1.3600, 0.0234, 0.4231], [1.4375, -0.8158, -0.0678]],
  "lowdin_charge": [-0.57, -0.12, 0.23, 0.17, 0.10, 0.06, 0.10, 0.08, -0.68, -0.12, 0.14, 0.18, 0.17, 0.05, 0.11, 0.09, -0.64, -0.14, 0.18, 0.14, 0.14, 0.05, 0.13, 0.07, -0.64, -0.14, 0.16, 0.18, 0.12, 0.13, 0.08, 0.09, -0.66, -0.13, 0.17, 0.20, 0.08, 0.15, 0.13, 0.16, -0.62, -0.12, 0.17, 0.16, 0.05, 0.08, 0.15, 0.15, -0.06, -0.61, -0.04, 0.02, 0.08, 0.08, 0.09, 0.16, 0.08, 0.00, 0.08, 0.11, -0.04, -0.72, -0.03, -0.06, 0.12, 0.08, 0.06, 0.13, 0.11, 0.08, 0.08, 0.13, -0.03, -0.68, -0.05, 0.03, 0.09, 0.08, 0.06, 0.12, 0.06, 0.09, 0.06, 0.07, -0.03, -0.57, -0.02, 0.01, 0.08, 0.08, 0.08, 0.13, 0.08, 0.06, 0.09, 0.12]
}


# 2
{
  "formula": "C5H13NO",
  "method": "the ωB97M-V functional and the def2-TZVPD basis",
  "homo_ev": -8.5,
  "homo_lumo_gap_ev": 9.28,
  "total_charge": 0,
  "relative_energy_kcal_mol": 67.36,
  "smiles": "CN1CCCC1.O",
  "lumo_ev": 0.806,
  "symbols": ["C", "N", "C", "C", "C", "C", "H", "H", "H", "H", "H", "H", "H", "H", "H", "H", "H", "H", "H", "O"],
  "coordinates": [[-0.27239, 0.05423, 1.18285], [-0.32160, -0.31284, -0.26387], [0.67038, -1.20662, -0.76769], [1.11026, -0.65464, -2.27537], [0.80485, 0.85316, -2.19470], [-0.30294, 0.89962, -1.13513], [-0.52067, -0.84832, 1.86284], [-1.13665, 0.72441, 1.23727], [0.54621, 0.74597, 1.40230], [1.60730, -1.24506, -0.11485], [0.31715, -2.35805, -0.75446], [0.66198, -1.28641, -3.09255], [2.19702, -0.76162, -2.28149], [0.70772, 1.31723, -3.12965], [1.71854, 1.40600, -1.72282], [-0.05684, 1.85203, -0.61326], [-1.31171, 1.06123, -1.81771], [-0.64294, -0.03738, 3.78765], [-2.32644, 0.37817, 3.78394], [-1.44631, 0.19590, 4.30502]],
  "forces_ev_per_angstrom": [[-1.8664, -0.4940, -1.1342], [0.1183, 1.5263, -0.3081], [1.5721, -2.4353, -1.0587], [0.1873, -1.3470, 1.8602], [2.2694, -1.3473, 2.8089], [-2.2567, 1.7719, -2.0523], [1.0303, 1.4745, -1.1416], [-0.1357, -0.1914, 0.5447], [0.6226, -0.7376, 0.4850], [-0.9030, 0.3102, -0.6891], [0.5410, 2.5273, -0.3504], [0.2159, 1.0124, 0.7909], [-0.1153, -0.3934, -0.4568], [-0.9609, 0.6384, -1.2009], [-1.2116, -1.1896, -0.8095], [-0.9851, -0.6716, 0.3196], [1.8946, -0.4901, 2.2804], [-1.5936, 0.4145, -0.1139], [3.3325, -0.7661, 0.8955], [-1.7556, 0.3878, -0.6696]],
  "lowdin_charge": [-0.11, -0.24, -0.21, -0.15, -0.21, -0.22, 0.11, 0.07, 0.08, 0.11, 0.13, 0.11, 0.08, 0.08, 0.13, 0.10, 0.15, 0.01, 0.10, -0.13]
}


# 3
{
  "formula": "H6NO",
  "method": "the ωB97M-V functional and the def2-TZVPD basis",
  "homo_ev": -14.0,
  "homo_lumo_gap_ev": 9.29,
  "total_charge": 1,
  "relative_energy_kcal_mol": 16.45,
  "lumo_ev": -4.688,
  "symbols": ["O", "H", "H", "N", "H", "H", "H", "H"],
  "coordinates": [[1.32509, 5.51348, 1.45980], [1.51159, 6.37658, 1.02560], [1.77258, 5.57382, 2.33408], [0.00000, 0.00000, 0.00000], [0.65198, -0.67351, -0.44580], [-0.40659, -0.42553, 0.85501], [-0.76154, 0.23632, -0.66457], [0.51601, 0.86366, 0.25547]],
  "forces_ev_per_angstrom": [[0.6472, 0.7980, 0.4315], [-0.1850, -0.8948, 0.5053], [-0.4686, 0.0360, -0.9451], [0.0004, -0.0063, -0.0007], [-0.3780, 0.3914, 0.2580], [0.2342, 0.2502, -0.4930], [0.4381, -0.1256, 0.3833], [-0.2883, -0.4490, -0.1393]],
  "lowdin_charge": [-0.10, 0.05, 0.05, 0.31, 0.17, 0.17, 0.17, 0.17]
}


# 4
{
  "formula": "CH5CrO3",
  "method": "the ωB97M-V functional and the def2-TZVPD basis",
  "homo_ev": [-14.5, -15.3],
  "spin_multiplicity": 5,
  "homo_lumo_gap_ev": [8.81, 9.68],
  "total_charge": 1,
  "lumo_ev": [-5.725, -5.636],
  "symbols": ["O", "Cr", "H", "O", "O", "H", "C", "H", "H", "H"],
  "coordinates": [[1.71452, -0.65882, -0.15727], [1.05925, 1.08620, 0.09066], [2.52323, -0.96384, 0.25406], [-0.74435, 0.13228, 0.22607], [-1.91598, 0.85270, -0.03367], [-2.13208, 0.65812, -0.95762], [-0.78742, -1.40766, 0.16030], [-1.81998, -1.77426, 0.24186], [-0.56606, -1.62261, -0.89259], [-0.32888, -1.72721, 1.10534]],
  "forces_ev_per_angstrom": [[-0.2796, 1.8749, 0.0429], [0.0341, -1.9100, -0.1857], [0.3649, -0.0762, 0.1258], [0.9004, -1.2726, 0.2369], [-0.5372, 0.1119, 0.1654], [0.0074, -0.0761, -0.2268], [-2.2284, 1.0246, -0.1642], [-0.1916, 0.8603, 0.2735], [1.1969, -0.4510, 0.8901], [0.7331, -0.0857, -1.1579]],
  "lowdin_charge": [-0.36, 1.21, 0.01, -0.38, 0.03, 0.13, 0.04, 0.10, 0.11, 0.11]
}